Record 1
C14H19NO4 in the gas phase, computed with wB97M-V/def2-TZVPD.

Geometry (Å):
C: 2.6333 -4.1143 0.0745
C: 1.4041 -3.5027 0.7335
C: 0.1120 -3.8486 -0.0259
C: 0.0808 -3.1220 -1.3480
O: 0.6152 -3.4719 -2.3626
O: -0.6010 -1.9651 -1.2315
C: -0.6626 -1.1388 -2.3907
C: -1.0697 0.3194 -2.1501
O: -1.5681 0.9049 -3.0960
C: -0.7917 0.9436 -0.8825
N: -0.3089 0.2643 0.2170
C: -0.1273 1.0981 1.2441
C: 0.3685 0.6301 2.5569
C: -0.4821 2.3916 0.8287
C: -0.3868 3.5359 1.7373
C: -0.8467 4.8833 1.2413
O: 0.0472 3.4046 2.8663
C: -0.9091 2.2897 -0.5211
C: -1.3755 3.3671 -1.4308
H: 3.5361 -3.8017 0.5935
H: 2.5777 -5.1997 0.1027
H: 2.7053 -3.8058 -0.9652
H: 1.5202 -2.4165 0.7862
H: 1.3138 -3.8762 1.7557
H: 0.0833 -4.9216 -0.2156
H: -0.7603 -3.5564 0.5597
H: 0.3214 -1.1332 -2.8804
H: -1.3742 -1.5672 -3.1051
H: -0.1833 -0.7363 0.2367
H: -0.3170 0.9362 3.3450
H: 0.4797 -0.4526 2.5652
H: 1.3254 1.0980 2.7836
H: -0.7589 5.6038 2.0510
H: -1.8799 4.8346 0.9094
H: -0.2284 5.2066 0.4080
H: -0.6311 4.1568 -1.5115
H: -1.5613 2.9534 -2.4169
H: -2.3001 3.8084 -1.0625

Calculated values
- ΔE to the lowest compared entry with this formula, charge and spin: 74.7 kJ/mol
- Structure (SMILES): CCCC(=O)OCC(=O)c1[nH]c(C)c(C(C)=O)c1C
- Multiplicity: 1
- E_tot: -900.61990 a.u.

Atomic charges from the natural (NBO) analysis, expressed in e, are listed below: C -0.613; C -0.378; C -0.506; C 0.805; O -0.579; O -0.539; C -0.176; C 0.531; O -0.559; C -0.067; N -0.478; C 0.284; C -0.650; C -0.277; C 0.577; C -0.707; O -0.571; C 0.078; C -0.660; H 0.213; H 0.206; H 0.222; H 0.189; H 0.212; H 0.234; H 0.227; H 0.226; H 0.221; H 0.436; H 0.252; H 0.204; H 0.249; H 0.236; H 0.227; H 0.229; H 0.218; H 0.265; H 0.221

***

Record 2
2 unconnected molecules or ions with the total composition C8H22N2Si2, computed with wB97M-V/def2-TZVPD.

Geometry (Å):
C: -4.5500 0.5938 -0.5607
C: -3.2257 0.1049 0.0772
C: -2.5977 -1.1435 -0.6320
C: -3.5028 -0.2810 1.5239
N: -2.4454 1.3008 0.1151
Si: -1.1260 2.1211 0.4638
H: -5.0420 -0.4371 -0.8224
H: -5.0938 1.1654 0.2239
H: -4.1210 1.1789 -1.4677
H: -3.1491 -2.0135 -0.3323
H: -1.4978 -1.2201 -0.7235
H: -2.8695 -0.9325 -1.7219
H: -3.7037 -1.3599 1.5873
H: -2.5619 -0.1349 2.1007
H: -4.3387 0.2630 2.0277
H: 0.0641 1.6243 1.2818
H: -1.1472 3.6041 0.3336
C: 1.9132 -1.1449 0.9757
C: 2.8046 -0.3993 -0.0190
C: 2.4294 -0.7330 -1.4549
C: 4.1589 -1.0936 0.1520
N: 2.9165 0.9889 0.2315
Si: 3.5069 2.1966 -0.6846
H: 2.5197 -1.4318 1.9268
H: 1.0121 -0.5284 1.2265
H: 1.5761 -2.1979 0.6160
H: 2.3252 -1.7965 -1.5822
H: 3.1685 -0.2307 -2.0812
H: 1.4624 -0.2289 -1.4992
H: 4.0530 -2.1657 0.2104
H: 4.9022 -0.7885 -0.7062
H: 4.6152 -0.8487 1.0394
H: 4.5999 2.5332 -1.6934
H: 2.9445 3.4358 -0.1321

Calculated values
- Structure (SMILES): CC(C)(C)N=[SiH2].CC(C)(C)N=[SiH2]
- Multiplicity: 1
- E_tot: -1006.32458 a.u.

Atomic charges from the natural (NBO) analysis, expressed in e, are listed below: C -0.606; C 0.096; C -0.623; C -0.604; N -1.109; Si 1.324; H 0.192; H 0.217; H 0.228; H 0.212; H 0.226; H 0.205; H 0.200; H 0.211; H 0.208; H -0.195; H -0.185; C -0.613; C 0.056; C -0.593; C -0.588; N -1.020; Si 1.287; H 0.213; H 0.221; H 0.209; H 0.217; H 0.195; H 0.205; H 0.205; H 0.185; H 0.204; H -0.183; H -0.197

***

Record 3
A molecular structure, C21H23ClN2O4S, computed with wB97M-V/def2-TZVPD.

Geometry (Å):
C: -0.0400 2.8755 -4.9154
C: 0.3735 2.9889 -3.5216
C: 1.5554 3.7758 -3.2396
C: 1.9060 4.1106 -2.0464
C: 1.1334 3.4919 -1.1452
C: 0.1133 2.8523 -1.2467
C: -0.3548 2.7105 -2.4894
C: -1.3739 1.5664 -2.8654
H: -1.0935 0.7741 -3.5086
H: -2.2750 2.1554 -3.2601
H: -1.6024 1.2508 -1.7809
H: -0.2202 2.3106 -0.5149
S: 1.7399 3.8855 0.5028
C: 1.2275 2.6439 1.7620
C: 1.3261 1.1910 1.0371
O: 0.5086 0.5038 1.4313
O: 2.2200 1.1464 0.3912
C: 2.5392 -0.1114 -0.0939
H: 1.8938 -0.5481 -0.8202
H: 3.6129 -0.1055 -0.4867
C: 2.5782 -1.1992 0.9672
O: 3.1396 -0.6924 2.2185
N: 2.0433 -2.3502 0.9366
C: 1.4409 -2.6668 -0.2914
H: 2.3416 -2.8932 -1.3337
H: 0.4953 -2.3331 -0.6389
H: 0.9619 -3.8416 -0.3737
C: 1.8966 -3.3187 2.0446
H: 2.1906 -4.0833 1.8478
H: 2.1901 -2.7512 2.9113
C: 0.3914 -3.5349 2.3600
O: -0.0742 -4.5838 2.6901
N: -0.4967 -2.4328 2.1479
C: -2.0100 -2.3475 2.2205
C: -2.5907 -3.0664 3.2534
C: -3.7443 -3.0697 3.5771
C: -4.6451 -2.3366 2.5218
C: -4.0848 -1.3177 1.8450
C: -2.6457 -1.5553 1.4799
Cl: -1.8055 -0.5653 0.2276
H: -4.7630 -0.7972 1.1179
H: -5.6655 -1.8995 2.9052
H: -4.3954 -3.5005 4.1918
H: -2.0656 -3.6640 3.8715
H: -0.0058 -1.5432 1.6222
H: -0.0036 2.7443 1.9430
H: 1.5775 2.6964 2.6710
H: 2.6128 4.7467 -1.7990
H: 2.1412 4.2930 -4.1916
H: 0.1402 1.9209 -5.2598
H: -0.9960 3.1253 -5.1538
H: 0.6611 3.3490 -5.7193

Calculated values
- ΔE to the lowest compared entry with this formula, charge and spin: 1834.6 kJ/mol
- Multiplicity: 1
- E_tot: -2082.26633 a.u.

Atomic charges from the natural (NBO) analysis, expressed in e, are listed below: C -0.628; C -0.051; C -0.119; C -0.258; C -0.072; C -0.267; C 0.025; C -0.636; H 0.217; H 0.218; H 0.209; H 0.203; S 0.162; C -0.592; C 0.852; O -0.623; O -0.397; C -0.179; H 0.220; H 0.250; C 0.652; O -0.724; N -0.435; C -0.481; H 0.210; H 0.244; H 0.250; C -0.221; H 0.167; H 0.281; C 0.685; O -0.588; N -0.698; C 0.118; C -0.226; C -0.155; C -0.212; C -0.213; C -0.010; Cl -0.027; H 0.231; H 0.208; H 0.218; H 0.238; H 0.452; H 0.204; H 0.229; H 0.225; H 0.195; H 0.215; H 0.220; H 0.215

***

Record 4
2 unconnected molecules or ions with the total composition C5H5IN3O2, computed with wB97M-V/def2-TZVPD.

Geometry (Å):
N: -2.0358 1.3569 -0.2857
N: -0.9695 0.5008 0.0243
C: 0.1209 0.5253 -0.7323
C: 1.1752 -0.3380 -0.5069
C: 2.4293 -0.3129 -1.3841
O: 3.3364 -1.0674 -0.9930
O: 2.4118 0.4594 -2.3596
C: 1.0144 -1.1790 0.5763
C: -0.1610 -1.0723 1.3084
N: -1.1850 -0.2710 1.0690
H: -1.6827 2.0499 -0.9393
H: -2.2583 1.8611 0.5728
H: 0.1851 1.2324 -1.5490
H: 1.7747 -1.8927 0.8556
H: -0.2928 -1.6977 2.1834
I: -3.8626 -0.1547 2.1600

Calculated values
- Multiplicity: 1
- Charge: -1
- E_tot: -805.98672 a.u.

Atomic charges from the natural (NBO) analysis, expressed in e, are listed below: N -0.566; N 0.070; C 0.024; C -0.072; C 0.721; O -0.723; O -0.734; C -0.168; C 0.018; N -0.111; H 0.351; H 0.404; H 0.250; H 0.259; H 0.222; I -0.946